1.
This record from OMol25 describes a 2-piece molecular cluster, C3H11NP overall in a non-equilibrium geometry. The level of theory is ωB97M-V/def2-TZVPD.

Its net charge is +1. The calculation puts the lowest unoccupied orbital energy at -0.1675 Ha. The calculation puts the relative energy (zero: lowest compared OMol25 entry of this formula, charge and spin) at 137.5 kcal per mole. The electronic energy comes out at -516.59557 a.u. The HOMO energy is -12.42 eV.

Last column: Mulliken charge in e.
Atoms and positions in Å:
C 1.080 1.232 1.871  -0.96
C -1.174 1.326 -2.158  -0.69
C -0.972 -0.914 -0.177  -0.52
N -0.064 -2.085 0.209  -0.40
P -0.260 0.221 -1.221  0.41
H 0.447 0.412 1.387  0.05
H 0.946 1.011 2.901  0.32
H 2.122 1.122 1.537  0.32
H 0.854 2.210 1.466  0.30
H -0.664 2.090 -2.676  0.30
H -2.235 1.053 -2.545  0.24
H -2.016 -1.126 -0.538  0.33
H 0.280 -2.569 -0.637  0.39
H -0.323 -2.795 0.978  0.36
H 0.862 -1.646 0.533  0.39
H 1.116 0.458 -0.928  0.16


2.
This record from OMol25 describes C10H22N3PdS2 as an isolated structure. The level of theory is ωB97M-V/def2-TZVPD.

Its net charge is +3. The calculation puts the lowest unoccupied orbital energy (alpha / beta) at -0.4448 / -0.4448 Ha. The electronic energy comes out at -1481.74794 a.u. The HOMO energy (alpha / beta) is -18.87 / -18.87 eV.

Last column: Mulliken charge in e.
Atoms and positions in Å:
Pd 0.748 -0.573 -1.116  0.10
N 0.248 4.287 2.364  -0.22
C 0.179 3.040 1.499  0.24
C -0.458 1.907 2.305  -1.27
C -0.727 0.671 1.439  0.07
N 0.538 -0.086 1.099  -0.48
C -1.551 1.059 0.208  -1.11
C -0.901 2.138 -0.641  0.10
N 0.314 1.578 -1.325  -0.60
C -0.592 3.374 0.219  -1.29
H 0.787 4.130 3.221  0.39
H -0.688 4.595 2.649  0.40
H 0.685 5.071 1.869  0.39
H 1.227 2.817 1.278  0.19
H -1.426 2.243 2.691  0.51
H 0.156 1.645 3.170  0.40
H -1.334 -0.021 2.022  0.47
H 0.575 -0.921 1.675  0.34
H 1.375 0.435 1.347  0.31
H -2.525 1.416 0.551  0.47
H -1.764 0.179 -0.404  0.24
H -1.592 2.456 -1.420  0.48
H 1.152 2.056 -0.999  0.33
H 0.269 1.792 -2.319  0.33
H -1.558 3.811 0.489  0.52
H -0.059 4.125 -0.369  0.41
C 2.039 -5.003 -1.440  -1.51
C 1.301 -3.727 -1.456  0.76
S 2.055 -2.339 -0.990  0.09
C -0.104 -3.642 -1.919  0.79
C -0.890 -4.855 -2.257  -1.20
S -0.764 -2.148 -2.079  -0.06
H 3.051 -4.892 -1.056  0.46
H 2.079 -5.410 -2.457  0.42
H 1.499 -5.732 -0.826  0.42
H -0.291 -5.761 -2.231  0.36
H -1.340 -4.750 -3.246  0.40
H -1.716 -4.965 -1.546  0.37


- Which formula does entry 1 have?
  C3H11NP